Below is a 2-piece molecular cluster, C3H8O2 overall, with properties calculated with ωB97M-V with the def2-TZVPD basis set.

Calculated values
energy relative to the best compared isomer or geometry (same formula, charge and spin)	187.2	kJ/mol
structure (SMILES)	C=O.CCO
HOMO	-0.367	Ha
DFT total energy	-269.52360	Ha

```
! wB97M-V def2-TZVPD RIJCOSX def2/J DEFGRID3
* xyz 0 1
O 1.694 -1.201 -0.876
C 2.409 -0.955 0.064
H 2.123 -0.179 0.785
H 3.364 -1.494 0.076
C -0.615 1.024 -0.081
O -0.056 0.935 1.241
C -1.657 -0.059 -0.475
H 0.185 0.894 -0.806
H -1.174 1.956 -0.076
H -0.481 0.183 1.625
H -1.445 -0.965 0.118
H -1.715 -0.397 -1.502
H -2.632 0.260 -0.094
*
```